This record from the Open Molecules 2025 dataset describes C47H40AsClN6O3RuS2 as an isolated structure. The level of theory is ωB97M-V/def2-TZVPD.

The calculation puts the HOMO energy (spin up / spin down) at -2.9 / -5.0 eV. For the total energy, the calculation gives -162084.1811 eV. Its LUMO energy (spin up / spin down) is 2.438 / 1.234 eV. Its expectation value of S² is 8.789. The HOMO-LUMO gap (spin up / spin down) comes out at 5.36 / 6.27 eV.

ORCA input file:
```
! wB97M-V def2-TZVPD RIJCOSX def2/J DEFGRID3
* xyz -1 6
Ru -0.3405 0.5680 0.1105
N 1.1057 -1.3237 3.8920
C 0.5190 -1.1344 2.6492
S 1.5878 -0.8061 1.3101
N -0.7656 -1.2491 2.5811
N -1.1939 -1.0050 1.2883
C -2.3636 -1.5239 0.8824
C -3.2578 -2.3154 1.7614
C -4.6289 -2.0609 1.7807
C -5.4838 -2.7807 2.6038
C -4.9807 -3.7771 3.4268
C -3.6176 -4.0447 3.4143
C -2.7655 -3.3222 2.5954
C -2.6688 -1.2909 -0.4804
C -3.7087 -1.9248 -1.2076
C -3.9303 -1.5966 -2.5134
C -3.1140 -0.6329 -3.1463
C -2.0768 -0.1051 -2.4265
N -1.8148 -0.4395 -1.1500
H 1.9996 -0.8673 3.9850
H 0.4711 -1.1510 4.6573
H -5.0264 -1.2800 1.1469
H -6.5426 -2.5545 2.6054
H -5.6428 -4.3401 4.0723
H -3.2117 -4.8220 4.0492
H -1.7062 -3.5321 2.5972
H -4.3129 -2.6732 -0.7149
H -4.7264 -2.0843 -3.0623
H -3.2763 -0.3203 -4.1673
H -1.4034 0.6277 -2.8574
C 4.1174 1.5754 0.9954
N 3.5689 2.9128 1.0503
C 4.0844 3.6483 2.1772
C 2.1410 3.0380 0.7698
C 1.0968 2.7726 1.8536
C 1.0899 3.5955 2.9789
C 0.1115 3.5110 3.9579
C -0.9343 2.6199 3.7921
C -0.9767 1.8260 2.6544
C 0.0371 1.8716 1.6979
H 5.2060 1.6443 0.9132
H 3.7422 1.0608 0.1089
H 3.8720 0.9554 1.8692
H 5.1771 3.6470 2.1337
H 3.7879 3.2351 3.1548
H 3.7522 4.6876 2.1349
H 1.9263 2.3972 -0.0836
H 1.9765 4.0684 0.4370
H 1.8575 4.3510 3.0791
H 0.1542 4.1606 4.8239
H -1.7317 2.5558 4.5225
H -1.8294 1.1785 2.5084
O -0.5840 4.3171 -0.3901
S -0.6116 3.3542 -1.4768
N -0.0947 1.9453 -1.1404
Cl -8.9839 1.1031 -0.9952
C -7.2855 1.5059 -0.8652
C -6.5760 1.0851 0.2460
C -5.2295 1.4025 0.3323
C -4.6051 2.1196 -0.6765
C -5.3370 2.5434 -1.7764
C -6.6870 2.2384 -1.8766
C -3.1253 2.3786 -0.5444
O -2.5880 2.9545 -1.5632
O -2.5470 1.9915 0.4653
H -7.0700 0.5175 1.0227
H -4.6355 1.1065 1.1860
H -4.8383 3.1065 -2.5536
H -7.2705 2.5577 -2.7289
C 5.7210 0.6884 -5.5377
C 4.7066 1.6081 -5.3056
C 3.7193 1.3328 -4.3710
C 3.7217 0.1262 -3.6751
C 4.7468 -0.7845 -3.9004
C 5.7425 -0.5031 -4.8288
As 2.2542 -0.1893 -2.4105
C 2.5224 -2.0743 -2.0214
C 3.3965 -2.6156 -1.0915
C 3.3754 -3.9812 -0.8457
C 2.4519 -4.7905 -1.4985
C 1.5616 -4.2480 -2.4129
C 1.6017 -2.8861 -2.6897
C 0.7528 -2.1796 -3.6793
C -0.1583 -2.7780 -4.5438
C -0.8171 -2.0087 -5.4901
C -0.5694 -0.6424 -5.5829
C 0.3217 -0.0368 -4.7079
C 0.9752 -0.8043 -3.7573
H 6.4936 0.9032 -6.2646
H 4.6887 2.5458 -5.8466
H 2.9469 2.0701 -4.1795
H 4.7635 -1.7241 -3.3630
H 6.5353 -1.2209 -4.9982
H 4.0805 -1.9793 -0.5428
H 4.0590 -4.4102 -0.1250
H 2.4183 -5.8508 -1.2825
H 0.8332 -4.8851 -2.8988
H -0.3526 -3.8416 -4.4839
H -1.5240 -2.4759 -6.1638
H -1.0810 -0.0479 -6.3292
H 0.4910 1.0321 -4.7653
*
```